{"formula": "C2H6OP2S3", "method": "ωB97M-V/def2-TZVPD", "homo_lumo_gap_ev": 5.6750, "e_homo_ev": -8.33, "relative_energy_kcal_mol": 40.4, "elements": ["H", "S", "H", "C", "H", "P", "H", "C", "P", "H", "O", "S", "H", "S"], "positions_angstrom": [[-1.715, 2.098, 1.707], [-0.826, -0.734, 2.649], [1.787, 0.878, 0.317], [-1.545, 1.661, 0.698], [1.674, -0.765, 0.762], [0.908, -0.778, -1.299], [-2.557, 1.469, 0.278], [1.090, 0.009, 0.274], [-0.697, 0.025, 0.875], [-0.994, 2.214, -0.056], [-1.273, -0.765, -0.272], [1.001, 0.323, -2.911], [1.188, -3.105, -1.965], [1.961, -2.531, -1.055]]}


{"formula": "C24H29BN9O2RuS3", "method": "ωB97M-V/def2-TZVPD", "homo_lumo_gap_ev": [7.3411, 7.1435], "e_homo_ev": [-7.48, -7.33], "spin_multiplicity": 2, "s_squared": 0.77, "relative_energy_kcal_mol": 19.0, "elements": ["H", "C", "N", "O", "C", "H", "C", "N", "C", "H", "H", "H", "H", "N", "H", "O", "C", "H", "C", "B", "C", "N", "C", "C", "N", "N", "C", "N", "C", "C", "C", "H", "H", "H", "H", "S", "S", "S", "H", "N", "C", "H", "C", "H", "C", "H", "C", "H", "H", "H", "H", "H", "N", "C", "C", "H", "H", "C", "Ru", "C", "H", "C", "C", "H", "H", "H", "C", "H", "H"], "positions_angstrom": [[-1.804, -0.595, -6.282], [-2.336, 0.537, 1.309], [-2.494, 0.670, -3.188], [0.287, 4.279, 0.615], [0.519, 3.081, 0.685], [-3.477, 0.841, -3.045], [2.793, 2.302, -2.375], [1.265, -3.136, -2.488], [2.900, -0.834, -4.130], [-0.913, 0.939, -4.486], [1.786, 2.480, -1.993], [-3.550, 2.167, 1.955], [4.063, 1.222, 4.177], [1.616, 1.288, 1.890], [3.822, 3.704, 3.921], [0.037, 2.159, -0.055], [2.889, -0.157, -2.042], [0.395, -1.386, 5.394], [-0.629, -3.783, -3.433], [2.779, -2.745, -2.344], [-3.667, 1.202, 1.456], [-0.487, -0.610, 2.256], [0.179, -1.145, 3.273], [-1.969, 0.676, -4.539], [-0.875, -3.358, -2.149], [2.907, 0.932, -2.843], [3.336, 1.649, 3.499], [-2.481, 0.523, -0.944], [-0.178, -0.938, 4.595], [-1.285, -0.144, 4.854], [2.268, 3.507, 2.456], [-2.904, 0.956, 3.965], [1.294, -3.863, -4.502], [-2.482, 1.463, -5.094], [3.417, -3.428, -3.108], [2.913, -0.074, -0.319], [-0.112, 0.070, -2.200], [0.379, -2.492, 0.071], [1.015, -1.780, 3.006], [2.881, -1.248, -2.820], [2.528, 0.821, 2.746], [-3.180, -0.977, -5.237], [3.199, 3.023, 3.355], [2.997, 2.972, -3.207], [0.291, -2.971, -1.579], [-1.537, -1.426, -4.739], [-1.792, 0.442, -2.056], [3.507, 2.475, -1.573], [-2.938, -3.476, -2.257], [-4.346, 0.590, 2.054], [2.919, 1.214, -4.972], [-2.314, -2.282, -1.093], [-1.785, 0.260, 0.178], [0.700, -3.638, -3.635], [1.502, 2.602, 1.735], [3.103, -2.823, -1.201], [2.111, 4.562, 2.279], [-1.592, 0.105, 2.496], [0.494, 0.036, 0.202], [2.909, 0.519, -4.152], [-1.407, -4.162, -4.071], [-2.015, 0.367, 3.795], [-2.134, -0.666, -5.244], [-4.098, 1.367, 0.475], [-2.249, -4.004, -0.701], [-1.584, 0.058, 5.874], [-2.174, -3.278, -1.509], [2.898, -1.539, -4.941], [2.631, -0.254, 2.807]]}


{"formula": "C4H8O2", "method": "ωB97M-V/def2-TZVPD", "homo_lumo_gap_ev": 9.3541, "e_homo_ev": -8.62, "relative_energy_kcal_mol": 68.0, "elements": ["C", "H", "H", "C", "C", "C", "H", "H", "H", "H", "O", "H", "O", "H"], "positions_angstrom": [[1.093, 0.035, -0.749], [-1.426, 1.019, -0.917], [0.939, 1.188, 1.137], [-1.081, 1.152, 0.105], [-0.954, -0.082, 0.898], [0.349, 0.723, 0.345], [-1.051, 0.029, 1.984], [1.318, -2.072, -0.213], [2.178, 0.098, -0.652], [-0.352, -1.557, -0.290], [0.833, -1.557, -0.882], [-1.426, 2.056, 0.594], [-1.183, -1.321, 0.398], [0.763, 0.288, -1.758]]}